DFT (wB97M-V/def2-TZVPD) results for C38H56CdClI2N4O8P2 as an isolated structure.

Computed properties:
* relative energy (zero: lowest compared OMol25 entry of this formula, charge and spin): 0.0000 eV
* lowest unoccupied orbital energy: -2.025 eV
* gap between HOMO and LUMO: 7.391 eV
* E_HOMO: -9.42 eV

```
! wB97M-V def2-TZVPD RIJCOSX def2/J DEFGRID3
* xyz 1 1
I -0.569 7.911 -0.645
I 5.173 7.060 -1.925
Cd -0.747 2.654 -1.017
Cl 8.559 -2.267 -3.919
P -3.192 2.366 1.131
P -1.178 0.902 2.874
O 1.065 -5.669 -0.603
O -1.250 -0.584 2.280
O -4.729 2.637 1.101
O -0.958 0.767 4.424
O -2.605 1.684 -0.063
O -2.531 3.759 1.267
O -0.566 4.760 -1.033
O -0.205 1.813 2.258
N -0.457 -1.890 -2.162
N -0.379 0.427 -1.587
N 0.137 -2.193 -0.853
N 1.463 3.028 -1.623
C 6.718 -2.599 -1.971
C -1.504 5.301 2.762
C -6.471 1.407 2.237
C 0.946 6.565 -1.095
C -5.467 0.496 0.095
C 2.247 7.062 -1.302
C 1.116 -4.515 -1.460
C 0.640 5.221 -1.202
C 0.014 0.066 -0.239
C 2.565 -3.973 -1.358
C 1.164 -3.956 -4.000
C -2.835 4.818 2.239
C 5.419 -2.652 -1.496
C 6.936 -2.332 -3.315
C 5.876 -2.113 -4.178
C -2.557 0.591 6.211
C -0.438 -2.809 2.341
C -2.894 1.408 2.633
C 0.088 -3.664 -0.670
C -0.619 -0.593 -2.368
C 3.286 6.234 -1.620
C 1.744 4.351 -1.528
C 2.404 2.170 -1.936
C -0.778 -5.199 -3.053
C 3.729 2.562 -2.175
C 3.053 4.838 -1.742
C -0.233 -1.449 1.701
C 4.336 -2.442 -2.345
C 0.727 -4.957 -2.925
C -0.617 -1.004 5.999
C 4.580 -2.169 -3.685
C 4.044 3.888 -2.071
C -0.489 -1.291 0.186
C -1.666 -0.192 5.272
C 1.435 -6.281 -3.266
C -3.634 5.876 1.515
C -5.858 1.722 0.891
C 2.927 -2.537 -1.818
H -1.959 1.280 6.807
H -0.935 4.485 3.207
H -3.432 4.360 3.035
H -1.093 -1.749 6.637
H 5.252 -2.853 -0.445
H 1.558 -6.385 -1.015
H -0.588 -2.664 3.409
H -2.264 -0.841 4.625
H 1.316 -6.477 -4.332
H 0.038 -1.517 5.298
H 2.251 -3.878 -4.059
H -3.306 1.166 5.668
H -1.332 -4.262 -3.043
H -0.987 -5.702 -3.998
H 2.096 1.133 -2.016
H 1.121 -1.927 -0.898
H -1.662 6.074 3.514
H 0.431 -3.454 2.227
H 7.559 -2.758 -1.312
H -4.998 0.762 -0.849
H -3.077 -0.089 6.885
H -5.813 0.779 2.838
H 5.057 4.226 -2.246
H -7.406 0.866 2.095
H -3.521 0.515 2.580
H 1.108 0.111 -0.106
H 2.243 -2.173 -2.588
H 2.510 -6.258 -3.072
H -3.840 6.705 2.192
H -1.314 -3.314 1.937
H 0.821 -4.319 -4.970
H 2.871 -4.103 -0.317
H 2.864 -1.845 -0.963
H -3.057 6.250 0.670
H -4.582 5.477 1.156
H 6.065 -1.900 -5.220
H -6.545 2.332 0.305
H -1.147 -5.844 -2.253
H 3.750 -1.994 -4.358
H -1.027 -0.390 -3.354
H 0.317 -3.864 0.371
H -0.363 0.790 0.470
H -3.229 1.995 3.490
H 0.996 -7.134 -2.746
H 3.190 -4.661 -1.931
H 2.413 8.126 -1.209
H -1.565 -1.390 0.022
H 4.472 1.823 -2.436
H 0.753 -1.047 1.960
H -6.687 2.321 2.788
H -6.370 -0.078 -0.113
H 0.732 -2.973 -3.845
H -0.932 -3.970 -0.876
H -0.007 -0.353 6.623
H -0.922 5.726 1.945
H -4.786 -0.151 0.651
*
```

Atom charges from the Löwdin analysis, given in e for atoms 1 to 5: atom 1 (I): 0.96, atom 2 (I): 0.94, atom 3 (Cd): 1.48, atom 4 (Cl): 0.68, atom 5 (P): 0.43

---

DFT (wB97M-V/def2-TZVPD) results for C38H56CdF3N5PS4 as an isolated structure.

Computed properties:
* relative energy (zero: lowest compared OMol25 entry of this formula, charge and spin): 0.0000 eV
* lowest unoccupied orbital energy: 1.612 eV
* gap between HOMO and LUMO: 5.516 eV
* E_HOMO: -3.90 eV

```
! wB97M-V def2-TZVPD RIJCOSX def2/J DEFGRID3
* xyz -1 1
Cd 0.758 0.129 -0.861
S -1.800 -2.426 -0.226
S 0.158 -0.860 3.309
S -2.862 0.300 0.194
S -4.545 -1.694 -2.116
P -0.185 2.794 2.421
F 0.911 2.368 -3.328
F 0.990 3.424 -1.371
F -0.960 2.797 -2.199
N 1.774 -1.210 0.769
N 3.069 0.638 -0.824
N 0.203 -0.918 -2.861
N 0.234 -3.444 3.028
N 1.251 -2.346 1.272
C 5.847 0.557 -1.195
C -2.571 0.859 -4.603
C -5.340 -0.806 -0.753
C 0.340 2.371 -2.059
C -2.061 0.947 -5.906
C 0.086 -3.137 -3.867
C 2.603 2.165 2.629
C -2.779 3.715 1.790
C -2.976 -0.770 1.638
C -0.389 -5.437 1.635
C -4.224 -3.311 -1.420
C 0.632 -4.780 2.602
C 0.647 -4.375 -4.125
C 0.041 2.443 5.134
C -1.855 0.227 -3.599
C -0.084 -0.272 -5.196
C 3.098 -1.303 0.608
C 3.703 1.616 -1.487
C 2.228 4.453 1.675
C 0.420 4.812 4.359
C -0.567 -0.335 -3.851
C 2.046 -2.508 -2.570
C -2.724 -2.250 1.307
C 1.863 -4.723 -3.546
C 1.640 3.060 1.831
C 5.208 -0.432 -0.430
C -2.762 -3.611 -1.261
C 0.566 -2.262 2.436
C -1.307 3.853 1.329
C 5.082 1.637 -1.639
C -0.790 0.409 -6.180
C 3.843 -2.398 1.290
C 3.794 -0.350 -0.188
C 2.554 -3.793 -2.765
C -0.327 3.529 4.126
C -4.626 0.460 -0.286
C -0.996 5.318 1.146
C 0.778 -2.151 -3.089
H 1.461 4.615 4.692
H -4.675 -4.000 -2.154
H 6.903 0.430 -1.414
H -3.523 1.299 -4.367
H 0.754 -5.368 3.528
H -2.608 -4.597 -0.784
H 3.548 -2.505 2.342
H -0.100 5.508 0.554
H -5.488 -1.491 0.095
H -3.381 4.220 1.017
H 3.470 -4.098 -2.273
H 2.850 2.611 3.598
H -3.115 2.644 1.874
H -2.140 -0.489 2.309
H -2.114 -2.691 2.095
H 5.519 2.527 -2.082
H -0.003 -6.419 1.339
H -2.623 1.429 -6.693
H 0.860 -0.759 -5.435
H -3.954 -0.633 2.135
H -0.375 2.741 6.127
H -1.358 -5.592 2.149
H -0.416 0.461 -7.194
H 3.681 -3.352 0.763
H -3.033 4.214 2.730
H -6.337 -0.535 -1.178
H -5.157 0.903 0.561
H -4.745 -3.430 -0.451
H 2.220 1.150 2.805
H -1.798 5.745 0.523
H -4.622 1.194 -1.110
H 2.230 5.047 2.591
H -0.005 -3.345 4.019
H -2.300 -3.565 -2.254
H -0.527 -4.838 0.742
H 1.137 2.351 5.235
H -0.358 1.463 4.862
H 1.755 5.033 0.884
H 0.457 5.442 3.461
H -1.153 3.344 0.361
H -0.965 5.903 2.072
H -1.432 3.689 4.177
H 2.262 -5.724 -3.677
H 5.794 -1.201 0.078
H -0.898 -2.867 -4.238
H 3.528 2.079 2.037
H -2.238 0.241 -2.577
H 3.294 4.346 1.396
H -0.065 5.427 5.136
H 2.629 -1.797 -1.982
H -3.717 -2.755 1.323
H 3.076 2.419 -1.879
H 1.601 -4.714 2.104
H 0.124 -5.084 -4.750
H 4.916 -2.237 1.236
H 1.513 2.634 0.814
*
```

Atom charges from the Löwdin analysis, given in e for atoms 1 to 5: atom 1 (Cd): 1.35, atom 2 (S): 0.77, atom 3 (S): 0.54, atom 4 (S): 0.75, atom 5 (S): 0.87

---

DFT (wB97M-V/def2-TZVPD) results for C38H56CsN8O2S2Te as an isolated structure.

Computed properties:
* lowest unoccupied orbital energy: -2.396 eV
* gap between HOMO and LUMO: 7.076 eV
* E_HOMO: -9.47 eV

```
! wB97M-V def2-TZVPD RIJCOSX def2/J DEFGRID3
* xyz 1 1
Cs -0.047 1.440 -1.246
Te 0.351 -1.353 -4.129
S -3.658 0.410 -0.150
S -3.155 2.994 -2.833
O -0.785 -1.111 0.098
O 1.938 -0.782 -1.029
N 2.884 2.552 -0.664
N 0.737 1.436 2.114
N -0.024 3.689 -3.326
N -4.055 1.790 2.201
N 3.492 -4.581 -0.988
N -0.938 4.182 -0.499
N 0.163 -4.940 -0.514
N -5.724 0.321 1.430
C 3.448 1.531 -1.129
C 3.100 -0.932 -0.599
C 0.905 -2.851 3.449
C -4.501 0.885 1.214
C -2.366 4.225 -3.989
C 4.848 -2.270 0.495
C -0.191 -3.749 -0.038
C -6.163 1.621 3.319
C 2.799 -5.551 -1.838
C 3.131 2.265 1.943
C 1.103 -5.909 0.031
C 0.042 -0.877 2.253
C -0.161 0.543 2.119
C -1.555 -2.043 -3.298
C 0.509 -1.484 3.352
C 0.188 -3.054 1.097
C 0.334 4.912 -2.616
C 6.739 -1.162 1.630
C 3.087 -3.294 -0.932
C 3.675 -2.258 -0.232
C -3.401 3.934 -1.274
C -7.855 -0.069 2.486
C 5.147 0.092 0.113
C -4.381 3.212 4.076
C -4.881 2.133 3.180
C -6.577 0.679 2.411
C -0.984 3.700 -4.463
C 3.954 0.239 -0.452
C -0.618 5.278 -1.392
C -0.659 -1.108 -6.114
C 1.593 -3.374 4.654
C -2.362 3.931 -0.141
C 5.536 -1.136 0.733
C 1.983 -6.548 -0.993
C 2.759 3.052 0.708
C 0.771 -3.582 2.300
C -0.251 -1.646 1.073
C 2.202 1.063 2.210
H -4.618 3.074 5.138
H -6.836 1.890 4.176
H -0.772 -3.162 -0.697
H 2.415 0.226 1.544
H 6.882 -0.121 2.086
H 3.321 3.954 0.762
H 7.693 -1.403 1.114
H 3.000 2.972 2.759
H -1.593 5.578 -1.754
H -3.673 4.914 -1.616
H 5.796 0.964 0.303
H -1.996 -2.647 -4.099
H 0.889 3.291 -3.602
H -0.527 4.223 -5.351
H 1.679 3.317 0.715
H -4.292 3.487 -0.928
H 1.703 -5.268 0.703
H -7.687 -1.106 2.734
H 2.177 -5.037 -2.596
H -8.366 -0.010 1.481
H -3.108 4.287 -4.826
H 1.004 -4.615 2.314
H 2.645 -7.263 -0.416
H -2.795 4.628 0.604
H 1.330 4.707 -2.219
H -0.719 -0.068 -6.502
H -1.072 2.685 -4.831
H 1.190 -2.965 5.557
H 0.594 -6.670 0.636
H -0.240 -1.822 -6.857
H 0.435 5.783 -3.231
H 0.633 -0.791 4.205
H -1.180 0.854 1.968
H -4.822 4.159 3.690
H -1.430 -2.649 -2.400
H 2.314 -2.995 -1.611
H 2.421 0.692 3.240
H 1.359 -7.116 -1.736
H 2.635 -3.138 4.680
H -2.459 2.947 0.289
H -8.531 0.312 3.311
H 6.586 -1.831 2.478
H -0.400 4.165 0.348
H -1.699 -1.442 -5.915
H -0.223 -5.135 -1.403
H -3.327 3.369 3.976
H -0.149 6.077 -0.827
H 3.385 1.448 -2.243
H 5.233 -3.165 0.948
H -2.285 5.208 -3.508
H -2.283 -1.285 -3.005
H -5.954 -0.360 0.707
H 4.319 -4.883 -0.473
H 3.566 -6.183 -2.363
H 1.555 -4.447 4.747
H 4.154 1.917 1.987
*
```

Atom charges from the Löwdin analysis, given in e for atoms 1 to 5: atom 1 (Cs): 0.98, atom 2 (Te): 1.05, atom 3 (S): 0.66, atom 4 (S): 0.82, atom 5 (O): -0.15

---

DFT (wB97M-V/def2-TZVPD) results for C38H56N4O6 as an isolated structure.

Computed properties:
* relative energy (zero: lowest compared OMol25 entry of this formula, charge and spin): 31.2627 eV
* lowest unoccupied orbital energy: -0.608 eV
* gap between HOMO and LUMO: 7.893 eV
* E_HOMO: -8.50 eV

```
! wB97M-V def2-TZVPD RIJCOSX def2/J DEFGRID3
* xyz 0 1
O 7.428 23.284 -10.384
O 7.466 23.183 -15.387
O 9.680 17.865 -12.743
O 6.098 18.355 -14.603
O 7.140 21.919 -11.865
O 3.442 20.502 -10.476
N 11.214 20.421 -15.268
N 7.453 16.857 -10.452
N 2.998 20.550 -16.896
N 7.940 18.230 -17.842
C 4.106 19.859 -14.469
C 5.530 18.019 -12.270
C 6.416 17.364 -9.776
C 11.139 20.348 -13.852
C 6.971 19.582 -10.631
C 7.027 18.561 -16.881
C 7.016 21.216 -12.836
C 11.524 17.114 -14.109
C 3.821 19.496 -16.827
C 10.187 22.525 -13.811
C 3.287 20.967 -14.609
C 9.117 18.879 -17.859
C 7.543 16.917 -13.393
C 8.349 17.700 -11.110
C 6.295 17.708 -13.569
C 5.347 22.298 -16.015
C 8.453 20.340 -16.224
C 5.673 20.999 -13.538
C 10.836 21.531 -15.940
C 8.544 25.263 -11.232
C 4.413 19.105 -15.630
C 8.281 20.617 -13.524
C 9.589 18.548 -15.023
C 2.600 21.201 -15.808
C 9.420 19.881 -17.022
C 6.234 23.286 -15.294
C 8.310 23.765 -11.012
C 6.097 18.732 -9.909
C 9.336 22.962 -11.828
C 4.865 22.175 -11.226
C 10.568 21.381 -13.093
C 2.418 21.934 -12.035
C 3.554 21.470 -11.170
C 10.217 17.867 -13.847
C 8.115 19.078 -11.282
C 7.270 19.624 -15.998
C 5.576 24.289 -14.436
C 10.282 22.575 -15.227
H 9.194 20.481 -12.944
H 4.617 18.603 -12.384
H 11.380 19.352 -13.510
H 4.489 19.592 -13.495
H 5.137 22.400 -12.257
H 6.717 20.630 -10.574
H 6.477 19.994 -15.365
H 5.581 21.136 -14.616
H 5.188 18.353 -15.655
H 6.369 24.863 -13.956
H 9.915 23.394 -15.827
H 1.659 22.464 -11.458
H 9.193 23.155 -12.892
H 9.111 21.919 -11.604
H 10.397 20.332 -16.925
H 4.597 23.111 -10.735
H 5.796 16.629 -9.284
H 8.396 17.592 -13.336
H 7.687 16.521 -14.398
H 8.781 19.714 -11.847
H 5.879 21.733 -16.781
H 4.026 19.000 -17.764
H 10.396 21.236 -12.037
H 9.552 25.581 -10.967
H 8.594 18.907 -14.761
H 4.958 23.791 -13.689
H 9.654 23.344 -13.349
H 8.323 25.558 -12.257
H 12.425 17.597 -13.731
H 1.809 21.160 -12.502
H 10.193 19.398 -15.342
H 5.212 17.133 -11.720
H 1.930 22.043 -15.907
H 4.805 21.684 -15.296
H 2.944 21.353 -13.660
H 6.201 18.671 -11.710
H 10.968 21.501 -17.012
H 11.437 16.124 -13.660
H 8.598 21.197 -15.584
H 4.839 21.554 -13.109
H 4.482 22.774 -16.476
H 11.730 16.899 -15.158
H 8.085 19.649 -13.986
H 8.401 21.435 -14.234
H 5.488 19.934 -13.401
H 9.236 17.285 -11.566
H 2.685 22.612 -12.846
H 7.893 25.875 -10.607
H 5.725 21.616 -10.858
H 4.989 24.987 -15.032
H 10.259 23.405 -11.453
H 6.111 17.990 -16.933
H 7.541 16.195 -12.576
H 5.341 19.207 -9.302
H 9.551 17.784 -15.799
H 9.901 18.339 -18.368
*
```

Atom charges from the Löwdin analysis, given in e for atoms 1 to 5: atom 1 (O): 0.08, atom 2 (O): 0.06, atom 3 (O): -0.10, atom 4 (O): -0.17, atom 5 (O): -0.13

---

| no. | maximum force (eV/A) |
| --- | --- |
| 1 | 0.570 |
| 2 | 3.521 |
| 3 | 3.014 |
| 4 | 13.055 |